Here is a 4-piece molecular cluster, C7H21NO3 overall from the Open Molecules 2025 dataset. Energies are from ωB97M-V/def2-TZVPD.

Geometry (Å):
C  -1.96283  0.28835  -3.17330
C  -1.20241  -0.51151  -2.45390
C  -1.49579  -1.42387  -1.30796
C  -0.47444  -1.34460  -0.15036
C  -1.08997  -0.84484  1.14019
N  0.02073  -0.24318  1.97006
C  0.18021  1.16015  1.63979
C  -0.26434  -0.28530  3.41840
H  -1.56381  0.90567  -3.98040
H  -3.03857  0.46125  -3.10697
H  -0.15378  -0.80891  -2.70243
H  -2.49045  -1.09417  -0.92878
H  -1.49090  -2.48196  -1.70537
H  0.06915  -0.42121  -0.44690
H  0.09226  -2.26566  -0.05520
H  -1.88252  -0.06456  1.04675
H  -1.54117  -1.68743  1.71576
H  1.23615  1.52595  1.79988
H  0.33160  1.21532  0.53613
H  -0.59587  1.84874  1.95867
H  0.72011  -0.29962  3.87873
H  -0.85073  0.54842  3.86140
H  -0.83860  -1.20204  3.70694
O  3.10069  -0.94172  1.47201
H  2.15999  -0.98486  1.25522
H  3.14886  -0.31678  2.20137
O  0.00884  1.65463  -1.81853
H  -0.64399  1.98421  -2.43303
H  0.88902  2.03955  -1.96850
O  3.02465  1.44921  -2.00897
H  3.74012  1.63913  -1.39537
H  2.85776  0.50165  -1.96534

Its spin multiplicity is 1. The calculation puts the relative energy (zero: lowest compared OMol25 entry of this formula, charge and spin) at 46.3 kcal per mole. The HOMO energy is -9.04 eV. As for the frontier orbital gap: 9.68 eV. For the molar mass, the calculation gives 167.25 g mol⁻¹. As for the SMILES: C=CCCCN(C)C.O.O.O. For the total energy, the calculation gives -15229.8718 eV.

Here are the Mulliken charges for atoms 1 to 5, given in e: atom 1 (C): -1.25, atom 2 (C): 0.29, atom 3 (C): -0.62, atom 4 (C): 0.16, atom 5 (C): -0.90